(1)
This record from OMol25 describes 23 unconnected molecules or ions with the total composition C9H62NO23. The level of theory is ωB97M-V/def2-TZVPD.

The calculation puts the LUMO energy at 1.6 eV. As for the total charge: -1. Its HOMO-LUMO gap is 0.2072 Ha. As for the HOMO energy: -4.083 eV.

Geometry as XYZ:
```
95
Properties=species:S:1:pos:R:3:forces:R:3:lowdin_charge:R:1
C -1.89615 -0.23797 -2.56575 1.003 -0.306 -0.251 -0.0322
C -1.46815 0.08112 -1.12814 -0.532 0.734 0.163 -0.4617
C -2.41970 -0.74058 -0.19100 0.841 -0.324 -0.522 -0.1467
C -1.99598 -0.74556 1.21416 1.538 0.223 2.293 -0.1936
C -0.49877 -1.07939 1.41197 0.319 -0.330 -0.598 -0.1230
C 0.48993 -0.20535 0.63475 0.538 -1.133 -1.732 -0.4594
N -0.02757 -0.16082 -0.81206 0.810 -0.674 -0.562 -0.0981
O 0.93411 0.40625 -1.80628 -1.431 0.074 1.432 -0.2853
C 1.93700 -0.87435 0.61592 -1.310 0.091 -0.526 -0.0196
C 0.59603 1.08648 1.37780 -0.557 1.930 -0.915 -0.0514
C -1.88404 1.54806 -1.01707 -0.559 1.169 1.095 -0.0664
H -1.43106 -1.16752 -2.89395 -0.190 -0.017 -0.213 0.0818
H -1.64060 0.58325 -3.23538 0.470 -0.170 -0.106 0.0618
H -2.98091 -0.27784 -2.66474 -0.092 -0.400 0.397 0.0738
H -2.41892 -1.80278 -0.43562 0.026 -0.086 -0.848 0.1117
H -3.46223 -0.42260 -0.18046 -0.090 0.297 -0.732 0.1156
H -2.57290 -1.49140 1.76096 -0.176 -0.120 0.117 0.0922
H -2.20522 0.18445 1.74274 -0.009 0.286 -0.089 0.0841
H -0.27971 -2.09618 1.08602 -0.260 -0.351 0.154 0.1003
H -0.15365 -0.99067 2.44208 -0.429 -0.217 0.303 0.0992
H 2.22719 -1.24899 1.59752 0.092 0.497 0.276 0.0814
H 2.64169 -0.17704 0.16284 0.056 0.145 0.402 0.0620
H 2.01579 -1.75771 -0.01777 -0.495 0.005 -0.216 0.0575
H 0.85509 1.01696 2.43429 -0.164 -0.257 -0.035 0.0718
H -0.35447 1.59701 1.22285 -0.338 0.083 0.751 0.0699
H 1.24094 1.83504 0.91754 0.590 -0.295 -0.107 0.0719
H -2.84987 1.78288 -1.46442 -0.353 -0.449 -0.604 0.0823
H -1.21012 2.29224 -1.44150 0.509 -0.476 0.008 0.0730
H -2.07910 1.81460 0.02168 0.657 0.217 0.437 0.0507
O 0.15110 -3.48773 -1.49395 0.025 -0.347 -0.230 -0.0448
H -0.03850 -2.75994 -0.90184 0.119 0.984 0.073 0.0294
H -0.65632 -4.00161 -1.50883 -0.598 -0.316 -0.103 0.0177
O 0.68376 -1.08990 -4.77181 -0.002 -0.107 -0.648 -0.0503
H 0.34399 -0.29649 -4.35794 0.049 0.138 0.368 -0.0080
H 0.51519 -1.78401 -4.13460 0.137 -0.107 0.332 0.0116
O 3.56149 1.12186 3.04199 0.640 -0.162 -0.473 -0.0555
H 2.93517 1.47223 3.67538 0.052 0.088 0.314 -0.0411
H 3.02972 0.89443 2.27928 -0.037 -0.226 -0.249 -0.0152
O -2.74135 -3.95987 3.25658 -0.031 -0.293 0.069 -0.0463
H -3.56062 -3.81644 2.78281 -0.214 0.057 -0.071 0.0231
H -2.31756 -3.10168 3.26841 0.234 0.231 -0.004 0.0122
O 0.38395 2.62291 -3.71167 -0.227 0.458 -0.586 -0.0428
H 0.97354 3.19874 -3.22481 0.194 0.176 0.173 0.0375
H 0.52621 1.75633 -3.33083 0.282 -0.960 0.953 -0.0019
O -1.99602 2.80204 -4.95149 -0.684 0.103 -0.551 -0.0480
H -2.08353 3.74997 -4.85146 -0.044 0.162 0.074 0.0555
H -1.19817 2.58258 -4.47034 0.913 0.103 0.371 -0.0131
O 5.19129 -1.52973 0.30536 0.316 -0.387 0.283 -0.0503
H 5.53232 -0.71829 0.68151 0.015 0.066 0.308 0.0494
H 4.87810 -1.27841 -0.56354 -0.503 0.316 -0.932 -0.0022
O -4.28516 1.98537 1.36049 -0.167 0.108 0.259 -0.0347
H -3.70160 1.80450 0.62362 0.308 -0.140 -0.300 -0.0081
H -5.16143 1.99690 0.97546 -0.294 0.002 -0.011 0.0564
O 0.79652 -0.36393 5.10405 -0.337 -0.190 0.246 -0.0382
H -0.14858 -0.47075 4.99634 -0.325 -0.128 0.002 0.0521
H 0.92867 0.58351 5.13758 0.453 0.560 -0.157 0.0066
O 1.88592 -2.60366 4.03710 0.288 -0.635 -0.113 -0.0629
H 1.19486 -2.86653 3.42918 -0.054 -0.257 -0.351 0.0048
H 1.58887 -1.76493 4.38998 0.007 0.519 0.219 -0.0384
O 1.35178 -4.30082 0.87628 -0.413 -0.287 0.955 -0.0638
H 2.27479 -4.08894 0.73709 0.386 0.061 -0.145 -0.0075
H 0.97336 -4.31400 -0.00285 -0.056 0.091 -0.440 -0.0163
O 0.33615 4.64629 -0.06916 -0.016 0.447 0.929 -0.0571
H -0.46006 4.60344 -0.59874 -0.426 0.074 -0.350 -0.0200
H 0.90807 3.97478 -0.44092 0.755 -0.411 -0.321 -0.0110
O 3.76906 -1.12177 -2.28981 1.155 0.265 0.443 -0.0504
H 3.53375 -2.00142 -2.58487 -0.419 -0.267 -0.479 -0.0015
H 2.93207 -0.66518 -2.20496 -0.913 0.376 0.077 0.0070
O -4.16536 1.28034 -4.86400 -1.133 -0.597 -0.023 -0.0760
H -4.18490 0.92759 -3.97439 -0.009 -0.100 0.096 -0.0068
H -3.34053 1.76361 -4.91248 0.738 0.562 -0.088 -0.0451
O -2.39508 -4.79455 -1.34722 0.002 0.092 -0.168 -0.0264
H -2.49949 -5.72886 -1.52720 0.059 -0.276 -0.104 0.0537
H -2.97057 -4.62819 -0.60064 -0.068 0.137 0.268 0.0463
O 2.39599 3.08398 -1.28358 0.043 0.809 0.016 -0.0483
H 2.07184 2.18708 -1.36566 -0.696 -1.388 -0.211 -0.0012
H 3.17542 3.00803 -0.73317 0.247 0.070 0.121 0.0540
O 0.84315 4.04677 2.84703 0.120 -0.199 0.949 -0.0377
H 0.71933 4.46670 1.99582 -0.053 0.074 -0.967 0.0119
H -0.00396 4.13535 3.28382 -0.306 0.123 -0.041 0.0421
O 1.93553 2.23714 4.80883 -0.521 -0.175 0.798 -0.0354
H 1.43908 2.81406 4.22837 -0.096 0.520 -0.814 0.0164
H 1.95198 2.69739 5.64795 0.244 0.066 0.280 0.0785
O -3.26292 1.52961 3.99312 0.214 -0.227 0.678 -0.0630
H -2.81119 2.35752 3.82961 0.025 0.150 -0.119 0.0205
H -3.65914 1.30221 3.15197 -0.218 0.097 -0.454 -0.0209
O 2.49704 -3.65837 -2.80505 0.521 -0.031 -1.123 -0.0689
H 1.59290 -3.68112 -2.49160 -0.455 0.181 0.241 -0.0154
H 3.02637 -3.62133 -2.00839 0.112 -0.464 0.602 -0.0295
O 3.81470 -3.94686 -0.43917 0.001 -0.271 0.022 -0.0296
H 4.38066 -4.71864 -0.42227 0.063 -0.302 -0.043 0.0794
H 4.37888 -3.22919 -0.15129 0.356 0.708 0.447 0.0213
O -2.01391 4.67558 -1.65755 0.117 0.210 -0.131 -0.0292
H -2.41743 5.42263 -1.21562 -0.158 0.328 0.060 0.0570
H -2.43788 3.90985 -1.27007 -0.179 -0.410 0.005 0.0149
```
Positions in Å, forces in eV/Å.



(2)
This record from OMol25 describes a molecular structure, C25H43Cl2CrF5N3O4Si. The level of theory is ωB97M-V/def2-TZVPD.

The calculation puts the LUMO energy (alpha / beta) at 0.4 / 0.4 eV. As for the total charge: 0. Its HOMO-LUMO gap (alpha / beta) is 0.3201 / 0.3250 Ha. Its spin multiplicity is 4. As for the HOMO energy (alpha / beta): -8.332 / -8.466 eV.

Geometry as XYZ:
```
84
Properties=species:S:1:pos:R:3:forces:R:3:lowdin_charge:R:1
C 3.26718 -2.08496 -7.01282 0.268 -0.172 0.154 -0.0350
C 2.63372 -1.43666 -8.20217 -0.446 0.049 -0.711 -0.2289
H 3.37254 -3.16051 -7.17541 0.038 0.119 0.119 0.0685
H 2.69335 -1.93023 -6.09100 0.034 0.067 -0.263 0.0832
H 4.27441 -1.67887 -6.84957 -0.117 -0.047 0.048 0.0933
C 2.60925 -1.99850 -9.41893 -0.009 0.664 0.621 -0.1019
C 3.24842 -3.28658 -9.79383 0.017 -0.638 -0.521 -0.1027
H 2.09072 -1.49565 -10.23421 0.219 0.095 0.222 0.1004
H 3.09592 -4.09523 -9.07023 0.024 0.183 -0.046 0.0698
H 4.32839 -3.20635 -9.97775 -0.160 0.114 0.153 0.0841
H 2.80732 -3.60420 -10.74354 0.123 -0.204 0.114 0.0691
Cr 0.21459 0.07659 -0.51018 0.502 0.479 1.096 0.3072
Cl 1.70666 -0.36618 -2.11142 0.519 0.032 -0.171 0.1931
C -0.30867 2.34244 -2.17605 -0.711 -0.576 0.514 -0.2528
O -0.87206 1.43519 -1.49744 0.782 1.289 -1.129 -0.1294
N -1.00149 3.25782 -2.85304 0.220 -0.357 0.061 -0.1484
C -2.45636 3.20956 -2.94880 -0.029 -0.021 -0.021 -0.0118
C -0.29491 4.26466 -3.63591 0.367 -0.128 -0.058 -0.0241
H 0.79315 2.42134 -2.23712 -0.494 -0.027 0.058 0.1336
H -2.86377 2.65578 -2.09722 0.132 0.140 -0.240 0.0964
H -2.77849 2.73124 -3.88716 0.149 0.044 0.271 0.0945
H -2.82888 4.23901 -2.95360 -0.006 -0.202 0.111 0.0908
H 0.68265 4.43932 -3.16887 -0.289 0.137 -0.151 0.1039
H -0.88433 5.18442 -3.65145 0.188 -0.070 0.099 0.0945
H -0.12693 3.92750 -4.66632 -0.154 0.199 0.311 0.0535
H -3.29210 2.17477 2.69283 -0.051 -0.165 -0.128 0.0988
H -1.79979 1.92135 4.67935 0.123 -0.267 -0.218 0.0983
C -3.23909 1.08638 2.56204 0.094 0.259 0.102 -0.0225
C -1.62985 0.86047 4.44188 -0.051 -0.443 0.187 -0.0322
N -1.95865 0.59114 3.04983 -0.118 0.063 -0.293 -0.1704
H -3.33027 0.83264 1.50578 -0.051 0.096 0.184 0.0920
C -1.04299 0.17108 2.17405 0.057 0.695 -1.163 -0.2555
O -1.16145 0.40472 0.93573 -0.142 -0.582 1.915 -0.1362
H -0.58008 0.61730 4.61876 -0.140 0.057 0.006 0.0970
H -0.18354 -0.38793 2.57050 -0.081 0.370 -0.124 0.1025
H -4.04724 0.62551 3.13919 0.115 0.042 -0.069 0.0946
H -2.25574 0.25933 5.11370 0.102 0.106 -0.117 0.0915
H 0.72567 -4.61843 -0.90544 -0.324 0.096 0.049 0.1022
H 0.10345 -2.93514 -3.17967 -0.222 -0.041 0.072 0.0807
C -0.37044 -4.63232 -0.79849 -0.110 -0.124 0.085 -0.0439
C -0.86009 -3.37632 -2.89340 0.219 0.143 -0.059 -0.0273
N -0.96532 -3.47048 -1.44221 -0.133 0.620 0.153 -0.1627
H -0.62209 -4.62307 0.26860 0.101 -0.071 -0.278 0.0935
C -1.19155 -2.35514 -0.73995 0.355 0.370 -0.459 -0.3441
O -1.26194 -1.20817 -1.25703 -0.262 -1.476 0.239 -0.1401
H -1.67502 -2.75385 -3.28119 0.295 -0.151 0.097 0.0971
H -1.28950 -2.49881 0.34653 0.030 -0.011 -0.294 0.1167
H -0.75960 -5.53736 -1.27730 0.031 0.106 0.228 0.0878
H -0.92431 -4.38324 -3.30763 -0.083 0.071 0.028 0.0906
O 0.84073 -0.40067 -7.07868 -0.174 0.013 -0.175 -0.1779
C 1.96192 -0.09542 -7.91125 -0.454 -0.140 0.302 -0.2775
C 0.45046 0.36878 -9.90104 0.226 0.267 -0.106 -0.0506
C 1.58598 0.69847 -9.15424 0.318 0.006 0.189 -0.1963
H -0.21437 -0.42368 -9.53862 0.231 0.379 -0.161 0.1190
C 0.21556 1.02159 -11.11654 0.017 -0.098 0.088 -0.0795
H 2.69044 0.48102 -7.31629 -0.189 0.109 -0.144 0.1505
C 2.45624 1.71022 -9.59280 -0.445 -0.390 -0.243 -0.0291
H -0.68474 0.77232 -11.68542 0.373 0.087 0.088 0.1034
C 1.12638 1.96600 -11.60295 0.000 0.112 0.280 -0.0936
C 2.23512 2.32834 -10.82553 -0.085 -0.098 0.037 -0.0831
H 3.31927 1.96806 -8.97484 -0.217 -0.031 -0.235 0.1161
H 0.96341 2.44308 -12.57373 0.018 -0.167 0.374 0.1005
H 2.93494 3.09114 -11.17740 -0.275 -0.254 0.061 0.1022
Si -0.44049 0.29292 -6.26026 0.808 -0.515 -0.147 0.3924
Cl 1.20616 -1.56250 0.75631 0.027 -0.349 0.384 0.1516
C -2.02911 -0.41177 -6.92698 -0.260 -0.008 -0.292 -0.1586
C -0.32868 2.14545 -6.44327 -0.106 0.314 -0.176 -0.1512
C -0.20003 -0.26870 -4.51143 -0.085 0.375 -0.241 -0.2069
H -2.11964 -0.24530 -8.00651 -0.059 -0.037 0.119 0.0203
H -2.90768 0.03845 -6.44509 0.166 -0.047 -0.049 0.0316
H -2.07352 -1.49431 -6.74494 0.068 0.216 -0.041 0.0372
H 0.13281 -1.31731 -4.51092 -0.115 0.396 -0.004 0.0189
H -1.08484 -0.17632 -3.86553 0.218 -0.042 -0.087 0.0406
H 0.61400 0.32096 -4.06295 -0.389 -0.315 -0.185 -0.0442
H -0.32538 2.44196 -7.50245 -0.007 -0.078 0.226 0.0390
H 0.60676 2.51103 -5.99252 -0.218 -0.129 -0.133 0.0385
H -1.17524 2.65418 -5.95947 0.175 -0.120 -0.112 0.0197
F 1.46383 1.36144 1.86904 0.068 0.369 0.027 0.0016
C 1.42206 1.64928 0.52092 -0.712 -1.606 -1.147 -0.4089
F 0.76014 2.85613 0.40467 0.379 0.288 0.127 0.0209
C 2.88740 1.84468 0.09742 0.045 0.069 0.591 -0.5852
F 3.45938 2.79808 0.88177 0.146 -0.215 -0.383 0.1202
F 3.58190 0.70279 0.27385 -0.342 0.899 -0.297 0.1142
F 3.01120 2.26350 -1.18556 -0.070 -0.194 0.677 0.0943
```
Positions in Å, forces in eV/Å.



(3)
This record from OMol25 describes a molecular structure, C2H3IN2O. The level of theory is ωB97M-V/def2-TZVPD.

The calculation puts the LUMO energy (alpha / beta) at -0.2 / -0.4 eV. As for the total charge: 0. Its HOMO-LUMO gap (alpha / beta) is 0.2814 / 0.2893 Ha. As for the HOMO energy (alpha / beta): -7.827 / -8.253 eV.

Geometry as XYZ:
```
9
Properties=species:S:1:pos:R:3:forces:R:3:lowdin_charge:R:1
C -0.93650 0.29386 -0.28409 -3.484 2.056 -1.905 -0.0947
C 0.26425 0.66849 0.26154 0.742 0.775 2.442 -0.4772
N -0.12107 -2.18644 0.13551 1.708 -0.132 -0.236 0.1667
N 1.31744 0.30492 -0.33114 -0.006 -0.997 -2.150 -0.5863
O -1.00518 -1.49087 0.22108 -2.432 -1.201 0.961 -0.0802
I 3.21356 0.53165 0.06977 0.905 0.282 0.889 0.7497
H -1.88960 0.90779 -0.07665 1.474 -1.384 0.571 0.1199
H -1.03039 -0.03818 -1.31082 0.657 0.185 -0.174 0.0848
H 0.18748 1.00878 1.31478 0.436 0.416 -0.398 0.1175
```
Positions in Å, forces in eV/Å.